Arrangement a

Formula: C3H2N4
Source: OMol25
Level of theory: ωB97M-V with the def2-TZVPD basis set

Structure (XYZ):
```
9
Properties=species:S:1:pos:R:3
C -0.22 -2.36 -1.24
C -0.07 -1.24 -0.77
C -0.50 1.46 1.91
N -1.32 0.85 1.40
N 1.25 1.88 -1.16
N 0.88 0.87 -0.82
N 0.36 -0.06 -0.29
H -0.56 -3.21 -1.71
H 0.17 1.80 2.68
```

Calculated values
- LUMO energy: 0.8 eV
- Orbital gap: 10.12 eV
- Total charge: 0
- HOMO energy: -9.2784 eV

Results of the natural (NBO) charge analysis, in e, for atoms 1 through 4:
1 C -0.27
2 C 0.14
3 C 0.06
4 N -0.29

=====

Arrangement b

Formula: C3H2N4
Source: OMol25
Level of theory: ωB97M-V with the def2-TZVPD basis set

Structure (XYZ):
```
9
Properties=species:S:1:pos:R:3
C -2.94 0.02 -0.38
C -1.70 0.21 0.07
C -0.26 0.03 0.03
H -3.99 0.07 -0.61
H 0.32 0.07 2.10
N 0.52 0.15 -1.02
N 1.78 -0.04 -0.63
N 1.78 -0.19 0.61
N 0.64 -0.17 1.06
```

Calculated values
- LUMO energy: 0.0 eV
- Orbital gap: 10.03 eV
- Total charge: 0
- Structure (SMILES): C#Cc1nnn[nH]1
- HOMO energy: -10.0522 eV

Results of the natural (NBO) charge analysis, in e, for atoms 1 through 4:
1 C -0.12
2 C -0.09
3 C 0.18
4 H 0.25

=====

Arrangement c

Formula: C3H2N4
Source: OMol25
Level of theory: ωB97M-V with the def2-TZVPD basis set

Structure (XYZ):
```
9
Properties=species:S:1:pos:R:3
C -0.23 -1.17 0.08
C -0.56 0.11 0.04
C -0.07 1.50 0.10
N 1.22 -1.36 0.00
N 2.34 0.67 0.04
N 1.81 -0.31 0.13
N -1.39 1.21 0.07
H -0.87 -2.12 -0.04
H -2.26 1.47 -0.42
```

Calculated values
- LUMO energy: 0.1 eV
- Orbital gap: 8.56 eV
- Total charge: 0
- HOMO energy: -8.4905 eV

Results of the natural (NBO) charge analysis, in e, for atoms 1 through 4:
1 C -0.12
2 C -0.05
3 C 0.20
4 N -0.33

=====

Arrangement d

Formula: C3H2N4
Source: OMol25
Level of theory: ωB97M-V with the def2-TZVPD basis set

Structure (XYZ):
```
9
Properties=species:S:1:pos:R:3
N 3.05 0.06 -0.07
C 1.90 0.18 0.03
C 0.47 0.30 0.13
C -0.54 -0.72 -0.17
N -1.76 -0.07 0.27
N -1.49 1.14 0.50
N -0.12 1.38 0.51
H -0.38 -1.80 -0.11
H -1.14 -0.48 -1.10
```

Calculated values
- LUMO energy: -1.0 eV
- Orbital gap: 10.23 eV
- Total charge: 0
- Structure (SMILES): N#CC1=NN=NC1
- HOMO energy: -11.2069 eV

Results of the natural (NBO) charge analysis, in e, for atoms 1 through 4:
1 N -0.23
2 C 0.24
3 C 0.09
4 C -0.36

=====

Computed energies relative to the best structure, in kcal/mol: arrangement a 52.6; arrangement b 34.8; arrangement c 85.8; arrangement d 0.0

=====

Arrangement a

Formula: H29O15
Source: OMol25
Level of theory: ωB97M-V with the def2-TZVPD basis set

Structure (XYZ):
```
44
Properties=species:S:1:pos:R:3
O 0.72 3.16 -0.63
H 0.88 2.25 -0.85
H 3.84 -0.77 0.73
O -2.59 1.15 -4.13
H -1.89 1.57 -3.60
H -2.35 0.26 -3.82
O 4.21 -0.19 0.06
H 3.33 0.51 -3.18
H -0.02 1.95 2.95
O 1.69 -3.12 1.86
H 1.31 -2.82 2.69
H 1.36 -2.35 1.22
O 0.55 -0.54 -2.20
H 0.03 -0.04 -1.55
H 3.04 1.24 1.20
O 0.96 -1.45 0.13
H -1.87 -0.57 0.22
H 1.75 -0.92 0.21
O 2.63 1.14 -3.02
H 0.79 -1.31 -1.61
H 1.77 0.77 -2.81
O -0.90 -4.08 1.20
H -1.20 -3.37 0.63
H 0.13 3.45 0.06
O -3.50 -2.58 1.13
H -4.03 -2.79 1.91
H -2.66 -3.00 1.38
O -1.15 0.00 0.51
H -0.26 -0.48 0.48
O -3.19 -1.79 -1.26
H -3.86 -2.39 -0.93
H -2.37 -2.27 -1.38
O -4.65 1.80 1.24
H -5.30 1.82 0.54
H -3.96 1.15 1.05
O 2.15 1.05 1.53
H 2.02 1.72 2.20
H -0.02 -3.73 1.47
O 0.01 2.57 2.21
H -0.51 2.07 1.57
H 3.48 0.02 -0.53
O 3.09 4.04 0.25
H 3.92 3.71 0.62
H 2.62 3.19 0.25
```

Calculated values
- LUMO energy: 2.5 eV
- Orbital gap: 8.99 eV
- Total charge: -1
- HOMO energy: -6.5021 eV

Results of the natural (NBO) charge analysis, in e, for atoms 1 through 4:
1 O -0.98
2 H 0.49
3 H 0.48
4 O -0.94

=====

Arrangement b

Formula: H29O15
Source: OMol25
Level of theory: ωB97M-V with the def2-TZVPD basis set

Structure (XYZ):
```
44
Properties=species:S:1:pos:R:3
O -2.73 -2.24 -1.13
H -2.31 -2.79 -1.80
H -2.11 3.24 2.65
O 0.05 -0.06 2.29
H -0.26 -0.36 1.37
H 4.80 1.17 -2.60
O -1.60 3.64 3.37
H 1.41 -0.80 -3.29
H 3.31 -2.44 -1.33
O -0.33 0.66 -0.92
H -1.40 -1.15 0.84
H -0.64 -0.27 -1.00
O -1.25 0.14 5.12
H -1.81 0.66 4.54
H -0.92 2.48 -2.12
O 1.44 -2.53 -0.78
H -1.89 2.57 -0.59
H 0.90 -1.85 -0.29
O 0.51 -1.15 -3.25
H -0.75 -0.34 4.44
H 0.99 -0.23 2.24
O 3.58 1.28 1.76
H 3.88 1.29 0.86
H -2.12 -2.05 -0.37
O -0.67 -1.57 0.35
H 0.05 3.57 -1.33
H -1.63 2.87 3.96
O -2.85 2.70 -0.62
H 0.54 1.02 -1.11
O -4.56 0.19 -1.46
H -4.01 0.90 -1.09
H -3.19 3.11 -1.41
O -0.44 -4.05 0.77
H -0.35 -3.69 1.67
H -0.75 -3.10 0.46
O -0.44 3.31 -2.10
H 0.67 -1.68 -4.05
H 2.83 1.63 2.23
O 4.10 -1.94 -1.02
H 1.15 -3.32 -0.28
H -3.92 -0.55 -1.41
O 4.36 1.65 -1.89
H 3.65 -1.19 -0.61
H 4.69 1.30 -1.07
```

Calculated values
- LUMO energy: 2.2 eV
- Orbital gap: 9.08 eV
- Total charge: -1
- HOMO energy: -6.9134 eV

Results of the natural (NBO) charge analysis, in e, for atoms 1 through 4:
1 O -1.02
2 H 0.48
3 H 0.47
4 O -1.02

=====

Computed energies relative to the best structure, in kcal/mol: arrangement a 0.0; arrangement b 30.6

=====

Arrangement a

Formula: C2H5N2O
Source: OMol25
Level of theory: ωB97M-V with the def2-TZVPD basis set

Structure (XYZ):
```
10
Properties=species:S:1:pos:R:3
C -1.53 0.26 -0.27
C 0.20 -1.07 0.04
N -0.25 0.38 -0.23
N 1.04 1.19 -0.11
O -2.62 -0.05 -0.33
H 1.02 -0.97 0.66
H -0.62 -1.61 0.48
H 0.34 -1.52 -0.88
H 1.06 2.23 -0.31
H 1.35 1.14 0.95
```

Calculated values
- LUMO energy: -5.5 eV
- Orbital gap: 10.74 eV
- Total charge: +1
- Structure (SMILES): C[N+](N)=C=O
- HOMO energy: -16.2027 eV

Results of the natural (NBO) charge analysis, in e, for atoms 1 through 4:
1 C 0.98
2 C -0.35
3 N -0.31
4 N -0.56

=====

Arrangement b

Formula: C2H5N2O
Source: OMol25
Level of theory: ωB97M-V with the def2-TZVPD basis set

Structure (XYZ):
```
10
Properties=species:S:1:pos:R:3
C 1.79 -0.38 -0.65
C -0.59 0.22 0.32
N 2.38 -0.53 -1.71
N 0.17 -0.73 -0.53
O 2.80 -0.53 -2.84
H 2.28 -0.52 0.36
H -1.65 -0.27 0.33
H -0.53 1.22 -0.14
H -0.33 0.25 1.37
H -0.20 -1.08 -1.47
```

Calculated values
- LUMO energy (alpha / beta): -8.3 / -8.4 eV
- Orbital gap (alpha / beta): 7.08 / 6.85 eV
- Total charge: +1
- Structure (SMILES): C/[NH+]=C/N=O
- HOMO energy (alpha / beta): -15.3561 / -15.2422 eV

Results of the natural (NBO) charge analysis, in e, for atoms 1 through 4:
1 C 0.14
2 C -0.44
3 N 0.31
4 N -0.50

=====

Computed energies relative to the best structure, in kcal/mol: arrangement a 0.0; arrangement b 53.6

=====

Arrangement a

Formula: C2H5N2O
Source: OMol25
Level of theory: ωB97M-V with the def2-TZVPD basis set

Structure (XYZ):
```
10
Properties=species:S:1:pos:R:3
C -1.21 -0.37 -0.54
C 0.31 -0.10 -0.45
N 0.74 0.52 0.71
N 1.48 0.85 1.55
O 2.15 1.15 2.40
H -1.51 -1.00 0.27
H -1.74 0.54 -0.80
H -1.66 -0.95 -1.36
H 0.61 0.48 -1.38
H 0.82 -1.11 -0.40
```

Calculated values
- LUMO energy: -5.7 eV
- Orbital gap: 11.14 eV
- Total charge: +1
- Structure (SMILES): CCN=[N+]=O
- HOMO energy: -16.8813 eV

Results of the natural (NBO) charge analysis, in e, for atoms 1 through 4:
1 C -0.64
2 C -0.29
3 N 0.04
4 N 0.63

=====

Arrangement b

Formula: C2H5N2O
Source: OMol25
Level of theory: ωB97M-V with the def2-TZVPD basis set

Structure (XYZ):
```
10
Properties=species:S:1:pos:R:3
C 0.66 -0.84 -0.38
C 0.59 0.65 -0.54
N -1.61 0.44 -0.23
N 0.52 -1.29 0.82
O -0.70 1.18 -0.67
H 1.25 1.00 0.28
H 1.00 0.90 -1.45
H -2.52 0.90 -0.34
H 0.49 -0.70 1.59
H 0.34 -2.25 0.91
```

Calculated values
- LUMO energy (alpha / beta): -7.8 / -5.6 eV
- Orbital gap (alpha / beta): 6.01 / 10.11 eV
- Total charge: +1
- HOMO energy (alpha / beta): -13.7925 / -15.7342 eV

Results of the natural (NBO) charge analysis, in e, for atoms 1 through 4:
1 C 0.51
2 C -0.23
3 N -0.19
4 N -0.65

=====

Computed energies relative to the best structure, in kcal/mol: arrangement a 0.0; arrangement b 39.4